1.
C24H58P2Si4SnTe as an isolated structure at a distorted geometry. Source: the Open Molecules 2025 dataset; level of theory: ωB97M-V/def2-TZVPD.

```
90
Properties=species:S:1:pos:R:3
P 0.006 -2.136 -2.961
P 0.303 2.012 -1.354
C -0.212 -0.220 -3.349
C 0.692 0.958 -2.899
H -1.282 0.042 -3.391
H 0.126 -0.458 -4.355
H 1.761 0.694 -2.918
H 0.566 1.777 -3.610
C -1.319 2.637 -1.962
H -1.764 3.185 -1.121
H -2.006 1.821 -2.232
H -1.186 3.315 -2.820
C 1.499 3.368 -1.674
H 1.324 3.866 -2.643
H 2.525 2.970 -1.642
H 1.393 4.099 -0.857
C -1.315 -3.350 -3.145
H -1.189 -4.074 -2.319
H -1.221 -3.888 -4.104
H -2.320 -2.896 -3.079
C 1.724 -2.749 -3.143
H 2.440 -1.955 -3.386
H 1.750 -3.509 -3.927
H 2.031 -3.221 -2.204
Sn 0.585 -0.956 -0.895
C 0.864 1.171 -5.833
C -0.478 1.165 -5.632
C -1.450 0.411 -6.487
C -0.999 -1.003 -6.909
C -0.170 -1.781 -5.924
C 1.180 -1.814 -5.929
C 2.043 -0.935 -6.760
C 1.538 0.520 -6.992
C 1.737 -2.210 0.462
H 1.534 1.805 -5.253
H -0.966 1.853 -4.931
H -1.686 0.967 -7.412
H -2.397 0.339 -5.924
H -1.921 -1.577 -7.080
H -0.488 -0.954 -7.882
H -0.760 -2.491 -5.339
H 1.722 -2.687 -5.575
H 2.173 -1.392 -7.757
H 3.045 -0.897 -6.299
H 2.439 1.109 -7.207
H 0.924 0.551 -7.906
H 2.014 -1.634 1.351
H 2.616 -2.513 -0.120
H 1.120 -3.074 0.729
C 2.719 0.490 2.884
Si 1.397 1.240 3.988
C 1.917 1.016 5.790
C 1.239 3.071 3.584
Si -0.683 0.239 3.547
Te -1.304 0.068 1.072
Si -0.683 -1.816 4.704
C -0.805 -1.668 6.588
C -2.175 -2.786 4.088
C 0.916 -2.716 4.301
Si -2.130 1.529 4.949
C -1.509 1.828 6.718
C -2.377 3.217 4.154
C -3.783 0.631 5.088
H 3.624 1.111 2.968
H 2.416 0.470 1.829
H 2.982 -0.531 3.187
H 2.978 1.304 5.863
H 1.355 1.658 6.480
H 1.832 -0.019 6.146
H 0.682 3.230 2.650
H 0.741 3.639 4.381
H 2.252 3.482 3.449
H -1.788 -1.313 6.924
H -0.662 -2.676 7.007
H -0.040 -1.018 7.032
H -2.289 -2.701 2.999
H -2.037 -3.850 4.340
H -3.107 -2.440 4.557
H 0.966 -3.010 3.244
H 1.811 -2.125 4.535
H 0.954 -3.634 4.909
H -0.604 2.449 6.753
H -2.296 2.376 7.261
H -1.311 0.906 7.278
H -2.546 3.134 3.073
H -3.265 3.686 4.602
H -1.521 3.884 4.317
H -4.212 0.426 4.097
H -3.712 -0.321 5.632
H -4.487 1.281 5.632
```

**ΔE to the lowest compared entry with this formula, charge and spin**: 262.7 kJ/mol
**Charge**: +2
**LUMO level (alpha / beta)**: -7.2610 / -7.8979 eV
**Frontier orbital gap (alpha / beta)**: 5.8633 / 4.8981 eV
**HOMO (alpha / beta)**: -13.1 / -12.8 eV

***

2.
C24H60BF4N4Na3O8 as an isolated structure at a distorted geometry. Source: the Open Molecules 2025 dataset; level of theory: ωB97M-V/def2-TZVPD.

```
104
Properties=species:S:1:pos:R:3
Na 2.888 0.492 -4.256
Na -1.002 -0.738 -3.475
Na 0.450 2.607 -2.327
B 1.030 -0.041 -0.779
F 0.295 -1.147 -1.145
F 1.666 0.340 -1.932
F 0.234 1.009 -0.308
F 2.020 -0.447 0.086
C -3.073 6.021 2.350
O -2.214 5.255 1.531
C -2.768 4.555 0.413
C -1.663 3.705 -0.325
N -0.803 4.500 -1.265
C 0.164 5.299 -0.500
C 1.252 4.616 0.205
O 2.026 3.928 -0.699
C 3.138 3.300 -0.200
H -2.527 6.424 3.203
H -3.940 5.417 2.615
H -3.505 6.845 1.781
H -3.254 5.271 -0.249
H -3.521 3.859 0.785
H -2.283 3.155 -1.033
H -1.172 2.966 0.308
H -1.394 5.171 -1.736
H -0.426 5.960 0.135
H 0.683 5.960 -1.195
H 0.815 3.943 0.944
H 1.868 5.357 0.713
H 3.962 3.274 -0.913
H 2.823 2.285 0.043
H 3.634 3.723 0.673
C 3.360 -5.248 -3.106
O 4.389 -4.201 -3.104
C 4.060 -3.102 -2.245
C 3.966 -3.451 -0.733
N 4.008 -2.255 0.102
C 5.249 -1.506 0.198
C 5.093 -0.140 0.899
O 5.041 -0.093 2.345
C 3.808 -0.554 2.965
H 3.695 -6.015 -3.805
H 2.355 -4.923 -3.373
H 3.328 -5.706 -2.117
H 3.122 -2.671 -2.597
H 4.842 -2.367 -2.433
H 4.823 -3.994 -0.335
H 3.048 -3.979 -0.474
H 3.163 -1.704 0.155
H 5.684 -1.289 -0.778
H 5.969 -2.206 0.621
H 4.224 0.436 0.582
H 5.973 0.449 0.645
H 3.805 -0.404 4.044
H 3.671 -1.629 2.846
H 2.930 -0.053 2.556
C -6.484 0.519 0.100
O -5.618 0.603 -1.009
C -4.247 0.789 -0.650
C -3.289 0.572 -1.879
N -3.347 -0.752 -2.468
C -3.028 -1.794 -1.486
C -2.738 -3.125 -2.229
O -1.393 -3.074 -2.730
C -0.885 -4.287 -3.414
H -7.556 0.431 -0.075
H -6.384 1.358 0.788
H -6.213 -0.375 0.661
H -3.956 0.134 0.172
H -4.084 1.826 -0.357
H -2.245 0.723 -1.604
H -3.501 1.404 -2.550
H -4.337 -0.852 -2.639
H -3.824 -2.023 -0.778
H -2.164 -1.553 -0.866
H -3.410 -3.168 -3.086
H -2.817 -4.023 -1.616
H -1.556 -4.536 -4.236
H -0.822 -5.188 -2.803
H 0.119 -4.064 -3.775
C -1.558 3.261 3.917
O -2.006 1.995 3.412
C -0.830 1.230 3.117
C -1.276 -0.086 2.560
N -0.194 -0.958 2.090
C -0.719 -2.274 1.699
C 0.535 -3.198 1.421
O 0.093 -4.573 1.398
C 0.837 -5.537 0.629
H -1.064 3.122 4.879
H -2.427 3.861 4.185
H -1.003 3.759 3.122
H -0.245 1.054 4.019
H -0.278 1.805 2.374
H -1.882 0.086 1.670
H -1.921 -0.579 3.287
H 0.247 -0.573 1.266
H -1.323 -2.139 0.802
H -1.351 -2.776 2.431
H 1.267 -3.046 2.214
H 0.937 -2.951 0.439
H 0.731 -5.292 -0.428
H 0.308 -6.470 0.824
H 1.893 -5.524 0.898
```

**ΔE to the lowest compared entry with this formula, charge and spin**: 0.0 kJ/mol
**Spin multiplicity**: 2
**Expectation value of S²**: 0.75
**Charge**: +1
**LUMO level (alpha / beta)**: -3.2064 / -3.7447 eV
**Frontier orbital gap (alpha / beta)**: 4.5918 / 5.9918 eV
**HOMO (alpha / beta)**: -7.8 / -9.7 eV

***

3.
A 4-piece molecular cluster, C24H60ClN3O3 overall at a distorted geometry. Source: the Open Molecules 2025 dataset; level of theory: ωB97M-V/def2-TZVPD.

```
91
Properties=species:S:1:pos:R:3
C -1.674 0.646 4.369
C -1.205 -0.001 2.964
N -2.411 -0.490 2.170
C -1.866 -0.989 0.830
C -2.916 -1.776 2.916
C -4.002 -2.607 2.184
C -3.628 0.511 2.041
C -3.242 1.975 1.707
O -2.460 1.944 0.473
C -3.217 2.066 -0.743
H -2.643 1.142 4.432
H -0.887 1.372 4.571
H -1.715 -0.163 5.097
H -0.556 -0.876 3.012
H -0.744 0.762 2.337
H -1.381 -0.185 0.277
H -2.764 -1.292 0.290
H -1.167 -1.825 0.849
H -3.195 -1.461 3.921
H -2.175 -2.574 2.957
H -4.250 -3.449 2.830
H -3.581 -2.928 1.231
H -4.985 -2.179 1.988
H -4.028 0.511 3.055
H -4.294 -0.025 1.365
H -2.572 2.368 2.472
H -4.089 2.660 1.682
H -3.768 1.134 -0.866
H -2.590 2.061 -1.635
H -3.815 2.977 -0.752
C 3.913 -7.545 -4.123
C 2.356 -7.588 -3.765
N 1.513 -6.261 -4.040
C 1.464 -5.865 -5.509
C 0.077 -6.361 -3.378
C 0.123 -6.725 -1.874
C 2.328 -5.186 -3.311
C 1.693 -3.763 -3.302
O 2.620 -3.037 -2.410
C 2.245 -1.663 -2.278
H 4.139 -7.461 -5.186
H 4.119 -8.609 -4.010
H 4.606 -6.993 -3.489
H 2.163 -7.745 -2.704
H 1.868 -8.297 -4.433
H 0.932 -4.931 -5.690
H 0.905 -6.703 -5.926
H 2.494 -5.747 -5.845
H -0.632 -7.045 -3.844
H -0.399 -5.393 -3.535
H 0.451 -7.761 -1.781
H -0.934 -6.715 -1.610
H 0.618 -6.114 -1.120
H 3.219 -5.166 -3.938
H 2.627 -5.371 -2.279
H 0.677 -3.760 -2.906
H 1.673 -3.423 -4.337
H 1.182 -1.548 -2.067
H 2.418 -1.088 -3.188
H 2.837 -1.311 -1.433
C 3.044 5.081 2.063
C 2.058 4.657 0.892
N 0.575 4.727 1.294
C -0.246 4.298 0.021
C 0.207 3.715 2.390
C 0.341 4.169 3.876
C -0.057 6.114 1.805
C -0.224 7.251 0.714
O 0.881 7.346 -0.040
C 1.848 8.214 0.507
H 3.536 4.219 2.515
H 2.484 5.573 2.858
H 3.862 5.693 1.681
H 2.290 3.672 0.488
H 2.070 5.382 0.078
H -0.013 3.268 -0.249
H 0.171 4.945 -0.750
H -1.305 4.496 0.190
H 0.697 2.775 2.137
H -0.837 3.562 2.116
H 1.152 4.854 4.123
H 0.501 3.362 4.591
H -0.465 4.797 4.254
H 0.787 6.440 2.414
H -1.022 6.009 2.300
H -0.561 8.211 1.104
H -1.035 7.046 0.015
H 2.292 7.773 1.399
H 1.427 9.212 0.632
H 2.649 8.233 -0.232
Cl 1.408 0.771 0.099
```

**ΔE to the lowest compared entry with this formula, charge and spin**: 360.3 kJ/mol
**Charge**: +2
**LUMO level**: -3.8000 eV
**Frontier orbital gap**: 7.8896 eV
**HOMO**: -11.7 eV

***

4.
A 5-piece molecular cluster, C24H60ClN4O12 overall at a distorted geometry. Source: the Open Molecules 2025 dataset; level of theory: ωB97M-V/def2-TZVPD.

```
101
Properties=species:S:1:pos:R:3
Cl -0.808 0.179 -2.850
O -0.394 1.320 -2.045
O -2.205 0.285 -3.218
O -0.018 0.171 -4.068
O -0.606 -1.015 -2.077
C -1.752 -2.255 1.067
O -1.631 -3.475 0.375
C -2.808 -4.205 0.266
C -3.297 -4.804 1.574
N -2.289 -5.655 2.175
C -2.813 -6.479 3.244
C -1.722 -7.147 4.038
O -1.155 -6.246 4.966
C -0.268 -6.888 5.821
H -2.777 -1.861 1.046
H -1.094 -1.534 0.583
H -1.450 -2.376 2.117
H -2.569 -5.022 -0.420
H -3.592 -3.564 -0.158
H -4.203 -5.386 1.305
H -3.583 -4.025 2.284
H -1.847 -6.214 1.455
H -3.455 -7.299 2.867
H -3.400 -5.854 3.919
H -0.940 -7.553 3.373
H -2.142 -8.010 4.589
H -0.787 -7.633 6.442
H 0.121 -6.122 6.488
H 0.541 -7.366 5.258
C 3.494 1.776 0.753
O 4.116 3.032 0.782
C 3.316 4.042 1.352
C 2.109 4.447 0.525
N 2.474 5.216 -0.634
C 1.368 5.561 -1.502
C 0.948 4.467 -2.467
O 2.010 4.335 -3.398
C 1.956 3.149 -4.169
H 4.240 1.028 0.465
H 2.721 1.720 -0.023
H 3.103 1.450 1.727
H 3.959 4.916 1.475
H 2.983 3.725 2.353
H 1.430 4.996 1.180
H 1.520 3.539 0.282
H 3.271 4.898 -1.161
H 1.665 6.394 -2.160
H 0.529 5.926 -0.910
H 0.057 4.817 -3.013
H 0.723 3.520 -1.964
H 2.745 3.219 -4.914
H 0.983 3.042 -4.670
H 2.068 2.242 -3.564
C 1.285 6.099 4.255
O 0.686 5.153 3.418
C 0.013 4.121 4.142
C -0.591 3.160 3.164
N -1.674 3.801 2.478
C -2.176 3.081 1.301
C -3.012 4.019 0.456
O -2.424 5.298 0.419
C -3.117 6.145 -0.465
H 1.640 6.902 3.597
H 2.173 5.692 4.747
H 0.551 6.561 4.923
H -0.799 4.574 4.733
H 0.709 3.604 4.817
H -0.931 2.268 3.700
H 0.213 2.832 2.471
H -1.423 4.736 2.182
H -2.820 2.261 1.619
H -1.327 2.701 0.715
H -4.057 4.056 0.808
H -3.072 3.628 -0.566
H -2.552 7.070 -0.560
H -4.111 6.399 -0.065
H -3.241 5.658 -1.439
C 2.835 -0.572 -2.057
O 2.506 -1.884 -2.323
C 3.171 -2.333 -3.441
C 3.213 -3.852 -3.525
N 1.977 -4.516 -3.188
C 0.896 -4.153 -4.070
C -0.443 -4.679 -3.564
O -0.936 -3.859 -2.552
C -2.168 -3.304 -2.841
H 2.404 -0.250 -1.113
H 2.465 0.120 -2.826
H 3.929 -0.445 -1.985
H 4.225 -1.998 -3.455
H 2.707 -1.912 -4.345
H 4.055 -4.283 -2.974
H 3.518 -4.051 -4.584
H 2.088 -5.520 -3.263
H 1.064 -4.556 -5.088
H 0.787 -3.071 -4.146
H -0.298 -5.694 -3.137
H -1.119 -4.867 -4.411
H -2.962 -4.085 -2.773
H -2.225 -2.904 -3.856
H -2.477 -2.576 -2.099
```

**ΔE to the lowest compared entry with this formula, charge and spin**: 38.1 kJ/mol
**Charge**: -1
**LUMO level**: 2.5252 eV
**Frontier orbital gap**: 8.4337 eV
**HOMO**: -5.9 eV

***

5.
C24H60Mn2O16P as an isolated structure at a distorted geometry. Source: the Open Molecules 2025 dataset; level of theory: ωB97M-V/def2-TZVPD.

```
103
Properties=species:S:1:pos:R:3
Mn 2.470 -4.810 0.053
Mn -1.039 -5.073 -1.126
O 0.273 -5.708 1.584
H -0.224 -5.669 2.425
O 0.648 -2.750 -0.910
H 0.439 -1.819 -0.699
O 1.441 -6.280 -2.274
H 1.555 -6.954 -2.972
C 3.811 -3.292 2.701
O 3.957 -3.070 1.281
C 5.313 -2.621 0.996
C 5.382 -2.176 -0.388
O 4.911 -3.231 -1.262
C 4.815 -2.751 -2.644
C 6.173 -2.556 -3.417
O 6.815 -3.865 -3.594
C 7.980 -3.832 -4.394
H 2.790 -3.616 2.898
H 3.954 -2.311 3.155
H 4.498 -3.980 3.194
H 6.022 -3.412 1.242
H 5.444 -1.713 1.584
H 6.437 -1.961 -0.557
H 4.873 -1.223 -0.537
H 4.298 -1.791 -2.625
H 4.272 -3.455 -3.275
H 6.894 -1.921 -2.901
H 5.873 -2.114 -4.367
H 8.443 -4.801 -4.580
H 8.773 -3.151 -4.086
H 7.692 -3.421 -5.361
C 5.680 1.294 5.295
O 4.488 1.875 4.681
C 4.448 3.289 4.577
C 3.113 3.701 3.987
O 3.156 3.635 2.580
C 2.776 2.295 2.071
C 2.611 2.253 0.547
O 3.870 2.512 -0.108
C 3.842 2.591 -1.512
H 5.636 1.516 6.361
H 6.530 1.781 4.817
H 5.661 0.222 5.102
H 5.271 3.684 3.982
H 4.621 3.715 5.565
H 2.932 4.747 4.237
H 2.287 3.083 4.339
H 1.942 1.795 2.564
H 3.608 1.642 2.333
H 1.915 3.044 0.266
H 2.260 1.271 0.230
H 3.605 1.635 -1.980
H 4.874 2.855 -1.744
H 3.153 3.383 -1.804
C -3.631 2.272 -8.656
O -4.942 2.118 -9.010
C -5.520 0.862 -8.672
C -6.286 0.873 -7.311
O -5.464 1.097 -6.130
C -4.527 0.078 -5.895
C -3.679 0.384 -4.655
O -2.865 1.524 -4.815
C -1.978 1.677 -3.751
H -3.698 2.438 -7.580
H -3.262 3.153 -9.180
H -2.972 1.403 -8.672
H -4.759 0.081 -8.684
H -6.232 0.723 -9.485
H -6.924 -0.005 -7.207
H -6.983 1.710 -7.368
H -3.793 0.025 -6.699
H -5.041 -0.881 -5.829
H -3.093 -0.515 -4.463
H -4.366 0.641 -3.848
H -1.616 2.689 -3.937
H -1.242 0.876 -3.813
H -2.453 1.688 -2.770
C -5.554 0.289 8.389
C -6.309 -0.007 7.153
O -6.332 1.063 6.236
P -4.955 1.644 5.547
O -4.107 2.405 6.498
O -4.217 0.326 4.934
C -2.972 0.357 4.333
C -3.050 -0.360 2.951
O -5.530 2.486 4.245
C -6.102 1.835 3.138
C -5.680 2.448 1.746
H -4.484 0.240 8.184
H -5.833 1.296 8.700
H -5.843 -0.324 9.242
H -5.870 -0.884 6.678
H -7.354 -0.253 7.342
H -2.511 1.345 4.353
H -2.325 -0.254 4.963
H -2.086 -0.529 2.470
H -3.492 -1.356 2.926
H -3.616 0.269 2.265
H -5.867 0.771 3.110
H -7.172 1.909 3.334
H -5.892 1.861 0.852
H -6.178 3.410 1.627
H -4.606 2.622 1.685
```

**ΔE to the lowest compared entry with this formula, charge and spin**: 1390.7 kJ/mol
**Spin multiplicity**: 11
**Expectation value of S²**: 30.01
**Charge**: +1
**LUMO level (alpha / beta)**: -6.4616 / -6.2179 eV
**Frontier orbital gap (alpha / beta)**: 3.9831 / 4.2269 eV
**HOMO (alpha / beta)**: -10.4 / -10.4 eV

***

What is the ΔE to the lowest compared entry with this formula, charge and spin in the first record?
262.7 kJ/mol